104
Properties=species:S:1:pos:R:3:forces:R:3 method="wB97M-V/def2-TZVPD" orbital_gap_ha=0.034 e_above_lowest_kj_mol=2194.8 total_charge=+2 max_force_ev_per_a=5.1 homo_ev=-12.3
Y -2.9664 -5.5220 -3.6113 0.1 0.2 0.2
As -0.4389 -0.7800 2.1826 0.4 -1.2 -0.6
F -2.2008 -0.4614 2.0158 1.6 -0.2 0.4
F -0.7326 -2.0917 3.3627 0.0 1.2 -0.9
F 1.3260 -1.2339 2.2414 -1.7 0.8 0.0
F -0.0995 0.4910 0.9861 -0.2 -0.8 0.8
F -0.2532 0.3943 3.4918 -0.2 -0.8 -0.9
F -0.5988 -1.9888 0.8296 0.1 1.0 1.1
C 2.9505 7.3876 -0.5601 -0.4 -0.1 -0.9
C 2.3743 8.7981 -0.6368 0.2 -3.1 -1.4
O 1.7331 9.1444 -1.6090 -0.5 0.4 -0.6
N 2.6268 9.5700 0.3655 0.2 0.3 2.1
C 2.0314 10.8305 0.3961 0.6 3.3 1.1
H 2.8424 6.9166 0.4170 0.4 0.2 0.0
H 3.9638 7.4471 -0.9572 0.2 -0.1 0.5
H 2.4211 6.7802 -1.2941 -0.1 0.0 0.1
H 3.1288 9.2671 1.1879 -0.1 -0.3 -0.4
H 0.9526 10.9754 0.4529 -0.1 -0.9 -0.4
H 2.4512 11.4534 -0.3938 -0.4 0.0 -0.3
H 2.4002 11.3090 1.3034 0.0 0.1 0.1
C -6.2368 1.9586 -3.8310 -0.3 1.3 -1.2
C -5.5306 1.1257 -4.9009 -0.4 -5.1 0.3
O -4.9918 -0.0027 -4.5939 -1.1 3.5 -0.8
N -5.7016 1.3970 -6.2465 0.3 0.8 -0.2
C -6.3469 2.5637 -6.8015 -0.9 1.4 0.4
H -6.7309 1.5778 -2.9371 1.5 -1.2 0.2
H -7.1612 2.4066 -4.1956 0.3 0.5 -1.0
H -5.5326 2.7688 -3.6415 -0.3 0.2 0.6
H -5.4153 0.7567 -6.9732 0.5 -0.5 0.9
H -7.4029 2.5517 -6.5317 0.0 0.5 0.5
H -6.4177 2.7726 -7.8690 0.6 -1.6 -0.5
H -5.8310 3.4902 -6.5494 -0.3 0.1 0.9
C 1.5041 -9.0794 2.0667 -0.5 -0.8 -0.2
C 0.8923 -9.5534 0.7411 -0.1 3.6 0.2
O 0.3948 -8.7516 -0.0498 -0.2 1.2 0.2
N 0.8104 -10.7865 0.3878 -0.6 -3.6 -0.8
C 1.3046 -11.9428 1.0368 0.6 -0.8 0.6
H 2.1218 -8.1865 1.9707 0.1 -0.3 -0.2
H 1.9678 -9.9062 2.6048 0.5 0.2 -0.1
H 0.6656 -8.8059 2.7073 -0.2 0.2 -0.1
H 0.0798 -11.0736 -0.2478 0.1 1.1 -0.5
H 0.6811 -12.1313 1.9107 0.4 -0.4 0.3
H 2.3679 -11.8374 1.2524 -0.1 -0.1 0.4
H 1.2049 -12.7672 0.3307 0.0 -0.1 0.2
C -8.2449 -5.6110 2.0333 -0.5 -0.5 0.4
C -6.7975 -5.3302 2.1808 -1.6 0.1 1.0
O -6.1549 -5.0508 1.2097 1.9 0.1 -2.0
N -6.2232 -5.1738 3.4060 -1.1 -1.1 1.0
C -6.7576 -5.3842 4.8271 0.9 1.0 -1.1
H -8.5482 -6.5896 2.4053 0.1 0.2 0.6
H -8.5594 -5.6505 0.9905 0.2 0.7 0.1
H -8.6648 -4.7898 2.6142 -0.9 -0.2 -0.2
H -5.2395 -5.2459 3.1886 0.5 0.5 1.1
H -6.1413 -4.7004 5.4108 0.5 -0.7 0.3
H -6.7743 -6.4244 5.1525 0.5 0.0 -0.1
H -7.7286 -4.9756 5.1068 -0.4 0.0 -1.3
C 3.6280 -2.3292 -3.6943 2.4 -1.0 0.2
C 2.6149 -1.7919 -4.5990 -2.3 0.4 1.2
O 1.5727 -2.4518 -4.7378 0.9 1.4 -0.9
N 2.8405 -0.5086 -5.0374 -0.4 0.1 -0.7
C 1.8586 0.4061 -5.5793 -0.7 0.6 0.3
H 4.4832 -1.6863 -3.4858 -0.1 0.3 -0.1
H 4.0495 -3.1742 -4.2387 0.2 -0.3 0.1
H 3.2967 -2.7336 -2.7378 -0.6 0.3 -0.3
H 3.6999 -0.0493 -4.7715 0.0 -0.5 0.2
H 0.9935 -0.0870 -6.0227 0.3 -0.1 0.0
H 2.2393 1.2111 -6.2079 0.7 -0.8 -0.8
H 1.5015 1.0978 -4.8163 -0.5 -0.5 0.8
C 1.8402 5.8007 6.8758 -0.1 -0.4 -0.2
C 3.3360 5.7607 6.5846 -1.1 1.0 0.3
O 4.0474 6.6254 7.0333 1.1 0.7 0.6
N 3.8164 4.8310 5.7507 -0.4 -1.1 0.8
C 5.2413 4.7006 5.4547 -1.6 0.4 -1.0
H 1.5067 4.8044 7.1661 -0.2 0.0 -0.2
H 1.3366 6.1442 5.9722 -0.1 -0.3 -0.2
H 1.5446 6.5060 7.6525 0.6 -0.1 0.0
H 3.1253 4.2112 5.3528 0.3 -0.4 0.1
H 5.4281 5.7497 5.2250 1.1 -0.1 -0.6
H 5.1488 3.9935 4.6304 1.1 0.4 -0.3
H 5.9850 4.3727 6.1810 -0.7 -0.2 0.5
C -5.5771 9.2733 -4.2169 -0.1 1.2 -0.8
C -5.6490 8.6132 -2.9397 -1.5 -1.2 1.3
O -6.6991 8.1984 -2.4589 -0.5 -0.3 -0.2
N -4.5397 8.5489 -2.2484 1.5 -1.0 2.1
C -4.4764 7.8819 -0.9151 0.3 0.5 -0.1
H -4.6742 9.8791 -4.1400 -0.1 0.3 -0.8
H -6.4695 9.8966 -4.1599 0.1 0.2 -0.9
H -5.5697 8.5907 -5.0667 -0.1 0.2 0.1
H -3.6920 8.8604 -2.7005 0.0 -0.2 0.4
H -4.4204 8.6404 -0.1343 0.5 0.1 -0.1
H -3.6253 7.2012 -0.8966 0.1 0.3 0.1
H -5.3451 7.3081 -0.5919 -0.2 0.1 -1.0
C 9.2257 -8.7078 0.2063 -0.1 -2.8 -1.4
C 9.0068 -7.3209 0.5399 1.4 0.7 -0.6
O 9.3043 -6.4490 -0.2586 -0.4 0.9 -0.5
N 8.6423 -7.0790 1.7846 0.0 0.5 1.2
C 8.6015 -5.6981 2.2661 -0.9 -0.6 0.1
H 8.2972 -9.2156 -0.0547 -0.3 0.0 0.4
H 9.7248 -9.2957 0.9766 0.0 0.2 0.1
H 9.7799 -8.8221 -0.7253 0.3 0.4 0.2
H 8.6096 -7.9125 2.3541 -0.3 0.5 0.5
H 8.8131 -5.6391 3.3337 0.3 -0.1 -0.2
H 7.5740 -5.3580 2.1370 0.0 0.4 0.0
H 9.2497 -5.1033 1.6226 0.1 0.0 0.3